A 10-piece molecular cluster, C31H53BrI2NO40S10 overall in a non-equilibrium geometry, computed with ωB97M-V with the def2-TZVPD basis set.

Calculated values
Relative energy (zero: lowest compared OMol25 entry of this formula, charge and spin), eV: 0.000
Frontier orbital gap, eV: 6.911
Total charge: +1
Electronic energy, a.u.: -11428.181461
E_LUMO, eV: -3.552

```
138
C31H53BrI2NO40S10 ωB97M-V with the def2-TZVPD basis set
C 1.31865 2.11446 0.85753
C 1.47730 3.34798 -0.06121
I 2.19960 4.94541 1.16203
C 0.07443 3.83189 -0.74896
I -0.66151 5.62958 0.18011
C -0.89979 2.66708 -0.61962
C -2.00552 2.68297 0.21725
C -2.82119 1.55413 0.25942
C -4.04329 1.58985 1.15606
O -3.93635 1.26901 2.30097
O -5.17263 1.95603 0.52746
C -6.12950 2.62941 1.36713
S -7.66634 1.64099 1.40757
O -7.91856 1.27436 2.76193
O -8.69448 2.34446 0.70217
C -2.53918 0.39572 -0.49160
C -3.41685 -0.83148 -0.39001
C -2.61098 -2.04660 0.19795
C -1.43424 -1.61952 1.08527
Br -0.75697 -3.11788 2.14344
C -1.42696 0.46242 -1.30670
N -0.67386 1.56955 -1.35375
H 0.57998 2.21992 1.65951
H 2.28307 1.97733 1.35971
H 1.14024 1.18934 0.29512
H 2.16692 3.07870 -0.86263
H 0.20367 4.06298 -1.80979
H -2.28502 3.52491 0.83710
H -5.76670 2.88867 2.36194
H -6.37567 3.56886 0.85904
H -7.39219 0.48825 0.71821
H -3.81248 -1.07595 -1.38101
H -4.27458 -0.68929 0.27272
H -2.19245 -2.58331 -0.66105
H -3.24826 -2.69760 0.79944
H -1.68356 -0.81205 1.78274
H -0.57009 -1.26641 0.51707
H -1.17096 -0.39104 -1.92879
H 0.13472 1.58390 -1.97120
C 1.67655 9.57586 -0.66663
C 3.03127 9.39476 -0.01596
O 3.64101 8.32508 -0.75057
S 3.14736 8.37785 -2.27661
O 4.12774 9.04338 -3.05267
O 2.65290 7.09222 -2.62356
O 1.91075 9.37525 -2.06463
H 0.96792 8.81607 -0.32746
H 1.25936 10.56384 -0.49004
H 2.95733 9.14168 1.03839
H 3.65370 10.28432 -0.13248
C -3.06487 2.67786 5.47938
C -2.14399 2.03192 6.49171
O -0.94139 1.75714 5.75666
S -0.72700 2.88322 4.64333
O 0.18142 3.84804 5.14290
O -0.53103 2.25587 3.38144
O -2.20301 3.50722 4.68270
H -3.52467 1.93422 4.82528
H -3.84145 3.27699 5.94765
H -2.55588 1.11643 6.90665
H -1.89647 2.71908 7.30322
C 4.24538 -4.69470 4.41980
C 2.80745 -5.15353 4.52409
O 2.09088 -4.29028 3.62917
S 3.03600 -3.89968 2.39380
O 2.73117 -4.75737 1.30242
O 3.04552 -2.48960 2.26032
O 4.42491 -4.37260 3.03366
H 4.41957 -3.79044 5.00604
H 4.94981 -5.46396 4.72468
H 2.41321 -5.07024 5.53295
H 2.69044 -6.18097 4.17253
C 1.59055 -6.76633 -0.96448
C 0.65786 -7.07204 0.18322
O -0.25498 -8.04352 -0.34828
S 0.50567 -8.95752 -1.42496
O 0.91486 -10.15811 -0.79297
O -0.25150 -8.95201 -2.62873
O 1.79316 -8.02462 -1.62240
H 1.12898 -6.07926 -1.67736
H 2.53768 -6.35548 -0.62933
H 0.12425 -6.19240 0.53287
H 1.19369 -7.52753 1.01868
C 2.33586 2.45262 -6.42562
C 2.11657 0.95746 -6.46446
O 1.88173 0.59610 -5.08857
S 1.14258 1.79350 -4.35184
O -0.25704 1.51840 -4.31598
O 1.84415 2.09669 -3.14716
O 1.40333 2.92427 -5.42985
H 3.34056 2.70126 -6.09381
H 2.14276 2.92688 -7.38402
H 2.97125 0.41866 -6.86234
H 1.22458 0.69730 -7.03777
C -2.38281 -11.66129 -3.82498
C -1.31876 -11.51078 -4.87976
O -1.29093 -12.77118 -5.55900
S -2.77276 -13.39910 -5.56386
O -3.39171 -13.10141 -6.80475
O -2.69877 -14.71920 -5.05505
O -3.41511 -12.43779 -4.44290
H -2.00803 -12.21650 -2.96236
H -2.77491 -10.70306 -3.49510
H -0.34417 -11.28026 -4.45934
H -1.59063 -10.74158 -5.60658
C 6.22809 5.10926 -2.44992
C 5.30992 4.74987 -1.30371
O 4.41684 3.76747 -1.84893
S 5.18807 2.90080 -2.95273
O 5.63086 1.69164 -2.35752
O 4.42793 2.90991 -4.15392
O 6.45142 3.86254 -3.13757
H 5.74644 5.80038 -3.14521
H 7.16653 5.53514 -2.11568
H 4.75676 5.60740 -0.93139
H 5.85448 4.28985 -0.48451
C -11.40237 -3.07119 1.94037
C -12.15798 -1.96283 2.64228
O -11.21404 -1.41732 3.57287
S -9.73762 -1.51919 2.95982
O -9.39352 -0.27081 2.37567
O -8.89929 -2.15407 3.90989
O -10.07285 -2.56092 1.77872
H -11.35129 -3.97071 2.55713
H -11.83287 -3.31997 0.97385
H -13.04080 -2.32383 3.16248
H -12.44490 -1.17199 1.94583
C 9.23812 4.59093 2.61366
C 9.45395 3.49474 1.59269
O 8.62937 3.87559 0.48165
S 8.57185 5.47305 0.38514
O 9.51172 5.91066 -0.58009
O 7.20480 5.86194 0.32661
O 9.14898 5.79641 1.84122
H 8.29550 4.45744 3.14839
H 10.05277 4.65905 3.32956
H 9.16721 2.51479 1.96364
H 10.49063 3.46440 1.25163
```

Atomic partial charges in e from the Löwdin method, atoms 1 to 4: -0.169, -0.728, 0.866, -0.616

C31H53BrNP3V as an isolated structure in a non-equilibrium geometry, computed with ωB97M-V with the def2-TZVPD basis set.

Calculated values
Frontier orbital gap (spin up / spin down), eV: 2.678 / 2.617
2S+1: 2
Total charge: +4
Electronic energy, a.u.: -5808.018858
E_LUMO (spin up / spin down), eV: -14.644 / -14.704

```
90
C31H53BrNP3V ωB97M-V with the def2-TZVPD basis set
C -0.59912 6.42208 -4.11524
C -0.78526 5.06255 -4.46529
C -1.08699 4.76571 -5.81299
C -1.21862 5.82205 -6.73225
N -1.05648 7.09731 -6.37742
C -0.75363 7.40389 -5.11514
C -0.72344 3.99518 -3.49280
C -0.92377 3.04494 -2.74781
C -1.11103 2.12428 -1.72436
C -0.02845 2.06651 -0.87927
C -0.25738 1.40959 0.33876
C -1.47437 0.66588 0.49019
C -2.53431 0.65957 -0.37507
C -2.32393 1.43357 -1.52744
V 0.24788 -0.43101 0.95176
P 2.32444 -1.36626 0.88110
H -1.24521 3.74595 -6.16368
H -0.36293 6.74563 -3.10827
H -1.46303 5.62047 -7.78244
H -0.62909 8.46664 -4.88903
H -3.10624 1.54318 -2.27882
H 0.94276 2.51144 -1.14955
H -3.48775 0.16276 -0.18192
H 0.68101 1.28160 0.96923
C 2.36004 -2.96637 1.78634
C 3.17855 -4.06761 1.11579
H 1.31027 -3.29112 1.91171
H 2.73315 -2.74942 2.80200
H 3.23999 -4.92912 1.79476
H 2.71041 -4.41686 0.19022
H 4.20531 -3.74962 0.89308
C 2.17927 -1.62436 -0.92026
C 2.97906 -0.63992 -1.77358
H 1.11392 -1.59144 -1.22016
H 2.52164 -2.65607 -1.06423
H 2.83954 -0.89007 -2.83223
H 2.64092 0.39711 -1.63354
H 4.05167 -0.69676 -1.54989
C 3.82248 -0.40670 1.26695
C 5.10840 -1.22348 1.15745
H 3.68128 -0.05644 2.30454
H 3.84711 0.49035 0.62318
H 5.96374 -0.55863 1.34394
H 5.12132 -2.01462 1.91967
H 5.25482 -1.68527 0.16837
Br -1.74462 -1.69609 1.76051
P -2.26035 -3.43205 -1.93359
C -0.50352 -3.63589 -1.61674
C -0.06055 -5.03120 -2.05214
H -0.33633 -3.44036 -0.55137
H 0.04393 -2.88176 -2.19283
H 1.00812 -5.05594 -2.26918
H -0.27100 -5.78182 -1.27853
H -0.58720 -5.34158 -2.95855
C -3.13466 -3.49897 -0.32488
C -4.52585 -4.10360 -0.44072
H -3.17908 -2.45148 0.01509
H -2.50429 -4.05011 0.38898
H -4.96810 -4.20484 0.55593
H -5.16812 -3.46031 -1.05221
H -4.48208 -5.09486 -0.90672
C -2.48740 -1.73246 -2.56148
C -2.77627 -1.80360 -4.07357
H -1.55946 -1.18260 -2.34386
H -3.30646 -1.21339 -2.04206
H -3.08859 -0.82234 -4.45995
H -1.88648 -2.13518 -4.62556
H -3.58495 -2.52429 -4.27642
C 2.32812 0.27623 4.81105
C 0.81132 0.18760 4.70505
P 0.01790 0.80520 3.18919
C -1.77672 0.97365 3.69096
C -2.14233 1.54045 5.06437
C 0.60149 2.57360 3.17128
C 0.61352 3.38632 4.46624
H 2.80605 -0.38620 4.08208
H 2.62009 -0.07703 5.80905
H 2.73133 1.29226 4.69891
H 0.48888 -0.86152 4.73058
H 0.32195 0.69041 5.54442
H -2.23637 1.60407 2.91611
H -2.22843 -0.02390 3.56436
H -2.11639 2.63444 5.04064
H -3.17684 1.27905 5.32808
H -1.52061 1.18498 5.89326
H 1.59782 2.57790 2.69432
H -0.07919 3.07722 2.46930
H 1.19705 2.97237 5.29662
H 1.02877 4.38024 4.26330
H -0.41199 3.56031 4.81429
```

Atomic partial charges in e from the Löwdin method, atoms 1 to 4: 0.019, -0.207, 0.009, -0.084

A 15-piece molecular cluster, C31H53Cl42FNO8P2S overall in a non-equilibrium geometry, computed with ωB97M-V with the def2-TZVPD basis set.

Calculated values
Frontier orbital gap, eV: 6.733
Total charge: -1
Electronic energy, a.u.: -22378.344390
E_LUMO, eV: 1.331

```
139
C31H53Cl42FNO8P2S ωB97M-V with the def2-TZVPD basis set
C 0.64158 -0.46545 2.25257
C -0.90642 -0.94523 2.13098
O -0.95404 -1.85443 1.00857
C -2.05791 -1.58274 0.12226
C -1.90219 -2.16961 -1.35848
C -0.47020 -2.77486 -1.72238
C 0.50164 -1.72231 -2.51609
C 1.47503 -1.10173 -1.43869
P 2.74916 0.22646 -1.98208
N 2.38404 1.05187 -0.42576
C 1.49480 1.24943 -2.97904
C 0.49393 2.18363 -2.17909
C -0.65381 1.50201 -1.31642
P -2.33951 2.31419 -1.70859
O -3.26666 1.97691 -0.53054
O -2.21963 3.96212 -2.06867
C -2.00375 4.77190 -0.86895
C -0.49580 5.36181 -0.98387
O -2.85104 1.54664 -3.16647
C -4.04959 0.75269 -2.93622
C -4.32676 -0.12335 -4.25638
C 3.26877 -0.86558 -3.47163
O 3.59296 -2.23356 -2.98884
C 3.54291 -3.15886 -4.03672
C 2.94617 -4.60256 -3.64563
O 3.93517 -2.90918 -5.21026
S 4.44430 1.52966 -2.46231
O 4.55944 2.82640 -1.73247
O 5.72365 0.75451 -2.16235
F 4.60507 1.94026 -4.11648
H 0.91396 -0.24421 3.33457
H 0.75255 0.42484 1.55144
H 1.33527 -1.28213 1.83279
H -1.15079 -1.56606 3.06850
H -1.58076 -0.03590 2.03471
H -2.34399 -0.46601 0.08408
H -2.98321 -2.10142 0.58471
H -2.13492 -1.29858 -2.07864
H -2.75144 -2.93341 -1.54036
H 0.07861 -3.25565 -0.83449
H -0.66929 -3.65517 -2.44432
H -0.24242 -0.99014 -3.00512
H 0.95799 -2.34663 -3.34683
H 0.83006 -0.67721 -0.58458
H 2.02763 -1.98254 -0.93434
H 3.72366 -0.54671 -1.20652
H 2.90838 0.57923 0.32218
H 2.57611 2.05106 -0.40074
H 0.95317 0.66467 -3.80971
H 2.12203 2.00758 -3.59300
H -0.04395 2.81795 -2.98484
H 0.99464 2.98175 -1.51968
H -0.47000 1.77109 -0.21282
H -0.82876 0.39619 -1.46577
H -2.77222 5.61681 -0.91657
H -2.16845 4.20621 0.10573
H -0.11978 5.12349 -2.03619
H -0.56596 6.49413 -0.91378
H 0.17827 4.90027 -0.18336
H -3.92803 0.02025 -2.07724
H -4.91061 1.49314 -2.77011
H -4.94714 0.48795 -4.99739
H -3.36531 -0.50589 -4.73435
H -4.89964 -1.05765 -3.90991
H 2.48295 -0.90499 -4.31430
H 4.23858 -0.55218 -3.98652
H 3.36345 -4.86548 -2.60999
H 1.81010 -4.52507 -3.52015
H 3.18345 -5.38147 -4.43229
C 6.85715 -4.31116 -4.90552
Cl 6.13191 -5.60252 -3.93586
Cl 8.17884 -3.53751 -4.01859
Cl 7.43361 -4.94551 -6.45367
H 6.09237 -3.56133 -5.10510
C 6.68409 -0.22222 1.36411
Cl 4.97558 -0.14552 1.81836
Cl 7.25963 1.36527 0.84297
Cl 7.65651 -0.82659 2.71498
H 6.78633 -0.91411 0.53074
C 6.67735 -3.01806 5.84559
Cl 5.28943 -2.12058 6.47443
Cl 6.43374 -3.41398 4.14037
Cl 8.16924 -2.08985 6.06279
H 6.76796 -3.94661 6.40441
C 2.90518 1.24219 6.80528
Cl 3.53724 0.69436 5.24778
Cl 1.21447 1.74207 6.64991
Cl 3.06733 -0.02976 8.02605
H 3.48873 2.10234 7.12796
C 5.09011 3.61085 9.83908
Cl 5.06562 3.57203 8.06997
Cl 3.60858 4.34716 10.46535
Cl 5.29992 1.98168 10.49417
H 5.93474 4.21845 10.15565
C -5.97572 3.94007 -1.61819
Cl -6.56219 5.18839 -0.50684
Cl -7.28017 2.82144 -2.04141
Cl -5.29262 4.67688 -3.07366
H -5.18855 3.37568 -1.11662
C -10.88193 3.14980 0.49720
Cl -9.59059 4.35280 0.35247
Cl -10.54546 1.75161 -0.53200
Cl -11.08340 2.64417 2.18200
H -11.81200 3.60436 0.16368
C 9.87422 -5.72773 -1.53427
Cl 9.23645 -7.35417 -1.81410
Cl 9.79476 -5.31613 0.18548
Cl 11.53515 -5.59893 -2.12844
H 9.25927 -5.01930 -2.08455
C -3.93317 8.69117 -1.19552
Cl -3.28262 8.17006 -2.75562
Cl -5.63680 9.14268 -1.35110
Cl -3.73571 7.41716 0.01546
H -3.37590 9.56532 -0.86674
C -5.41968 -4.99382 -1.41838
Cl -4.61171 -5.43218 -2.93078
Cl -4.42364 -5.44311 -0.02781
Cl -5.78302 -3.26295 -1.38679
H -6.35737 -5.54171 -1.35988
C 13.03426 -1.67200 -1.53913
Cl 13.53614 -2.30017 -3.11614
Cl 12.24852 -0.09763 -1.71861
Cl 11.95729 -2.81662 -0.72896
H 13.92193 -1.54328 -0.92410
C -8.90807 5.08434 4.99211
Cl -8.93995 5.04548 3.22439
Cl -10.41042 5.77206 5.62675
Cl -8.64337 3.46116 5.64485
H -8.08214 5.71835 5.30658
C -5.36998 -6.07681 3.75332
Cl -3.87733 -6.39263 2.85797
Cl -6.20764 -4.66619 3.09194
Cl -6.42553 -7.49712 3.72379
H -5.10967 -5.86569 4.78791
C -12.47478 -0.99633 2.41392
Cl -11.82851 -1.52217 0.85429
Cl -14.17913 -0.54584 2.26151
Cl -12.27337 -2.26467 3.63112
H -11.91697 -0.12007 2.73691
```

Atomic partial charges in e from the Löwdin method, atoms 1 to 4: -0.081, -0.238, -0.211, -0.214

C31H53CoNO2Si2 as an isolated structure in a non-equilibrium geometry, computed with ωB97M-V with the def2-TZVPD basis set.

Calculated values
Relative energy (zero: lowest compared OMol25 entry of this formula, charge and spin), eV: 1.819
Frontier orbital gap (spin up / spin down), eV: 7.077 / 2.219
2S+1: 5
Total charge: +1
Electronic energy, a.u.: -3379.646399
E_LUMO (spin up / spin down), eV: -2.812 / -7.990

```
90
C31H53CoNO2Si2 ωB97M-V with the def2-TZVPD basis set
O -2.14441 2.21421 -0.15763
O -0.15886 3.96537 -0.72563
C -2.60545 1.09250 -0.90286
C -3.37950 0.03994 -0.13186
H -1.73766 0.62052 -1.39385
H -3.23139 1.52336 -1.69923
H -2.70316 -0.65116 0.38030
H -3.97566 -0.53498 -0.84038
H -4.06520 0.49536 0.58457
C -1.51973 1.92182 1.09829
C -1.62119 3.14797 1.96145
H -0.46727 1.64126 0.91543
H -2.00975 1.06806 1.59537
H -0.95765 3.93240 1.57898
H -1.33338 2.91299 2.99288
H -2.65036 3.53378 1.97574
C 1.04971 4.68991 -0.45196
C -1.17651 4.68101 -1.44207
C 1.27618 4.85181 1.03455
H 1.02541 5.68236 -0.93876
H 1.86989 4.10155 -0.89277
H 0.47557 5.44247 1.49387
H 2.21674 5.39046 1.19113
H 1.35792 3.88271 1.54094
C -1.83707 5.75258 -0.61102
H -1.90750 3.91965 -1.73396
H -0.73773 5.10958 -2.35725
H -2.26032 5.32305 0.30627
H -2.65438 6.18762 -1.19592
H -1.13106 6.55633 -0.36305
H 0.02947 2.12643 -1.09839
Co 0.57331 -1.91032 0.62766
C 0.68924 1.34195 -1.58099
Si 0.95201 1.71194 -3.41090
H 1.64529 1.36071 -1.06058
H 0.24785 0.35862 -1.41175
C -0.72891 1.94274 -4.22468
C 1.89113 0.29516 -4.21599
C 1.91654 3.30720 -3.66117
C -0.08337 -2.23252 -1.16602
Si 0.65016 -3.94255 -1.46303
H 0.30404 -1.48142 -1.87205
H -1.18071 -2.22975 -1.24238
C 1.66888 -3.84183 -3.03926
C -0.72452 -5.20480 -1.66642
C 1.75785 -4.47868 -0.03770
H 1.96468 3.55338 -4.72753
H 2.94714 3.20585 -3.29861
H 1.45932 4.16020 -3.14407
H -1.23424 0.97596 -4.35595
H -0.60288 2.39879 -5.21538
H -1.38468 2.59540 -3.63078
H 1.53701 -0.67914 -3.85622
H 2.96544 0.37141 -4.00350
H 1.76607 0.31940 -5.30731
H -1.52257 -4.81311 -2.31333
H -1.17430 -5.47802 -0.70164
H -0.32143 -6.11660 -2.13213
H 1.18947 -4.94496 0.77960
H 2.38840 -3.67429 0.37910
H 2.42645 -5.24044 -0.46354
H 1.89287 -4.85902 -3.39398
H 2.61642 -3.31315 -2.85790
H 1.12154 -3.30977 -3.83147
C 3.05529 1.32290 1.87855
C 2.71986 1.30526 3.23659
C 2.00283 0.23222 3.76858
C 1.51085 -0.77797 2.91147
C 1.74269 -0.67649 1.52191
C 2.59850 0.28915 1.02061
C 0.76936 -1.95245 3.35140
C 0.72874 -2.42667 4.66636
C 0.01099 -3.56303 4.96590
C -0.75206 -4.19704 3.97186
C -1.52413 -5.35323 4.25009
C -2.32916 -5.90960 3.27016
C -2.39628 -5.32901 1.99163
C -1.64575 -4.19273 1.69184
C -0.76255 -3.65643 2.65004
N 0.09974 -2.61230 2.35520
H 3.67508 2.12438 1.48518
H 3.03377 2.12399 3.88627
H 1.79034 0.17700 4.83739
H 2.90298 0.24296 -0.03024
H 1.29897 -1.91103 5.43541
H -0.00899 -3.97752 5.96896
H -1.46907 -5.77442 5.25421
H -2.92159 -6.79147 3.50020
H -3.04109 -5.76993 1.23280
H -1.73848 -3.71582 0.71435
```

Atomic partial charges in e from the Löwdin method, atoms 1 to 4: -0.178, -0.062, -0.250, -0.068